A) # C5H12N2S

The molecule C5H12N2S (wB97M-V/def2-TZVPD, OMol25).

Calculated values
* SMILES string: C/C=N\SCCCN
* Kohn-Sham gap: 9.38 eV
* LUMO level: 0.91 eV
* molar mass: 132.23 g mol⁻¹

Last column: Löwdin charge in e.
Geometry (Å):
C -3.237 0.295 0.437  -0.13
C -2.085 0.999 -0.208  -0.34
N -0.923 0.503 -0.455  -0.31
S -0.623 -1.119 -0.018  0.87
C 1.094 -1.245 -0.590  -0.48
C 2.142 -0.747 0.430  -0.27
C 2.037 0.754 0.734  -0.33
N 2.059 1.562 -0.491  -0.01
H -2.893 -0.058 1.490  0.10
H -4.089 0.961 0.555  0.06
H -3.483 -0.652 -0.161  0.09
H -2.218 2.026 -0.506  0.09
H 1.126 -0.713 -1.511  0.05
H 1.230 -2.292 -0.803  0.06
H 3.112 -0.895 -0.017  0.09
H 2.077 -1.362 1.373  0.12
H 2.927 1.024 1.354  0.11
H 1.104 0.935 1.437  0.12
H 1.160 1.606 -0.888  0.01
H 2.245 2.543 -0.231  0.08



B) # C5H12N2S

A cluster of 2 separate species, C5H12N2S in total (wB97M-V/def2-TZVPD, OMol25).

Calculated values
* Kohn-Sham gap: 7.73 eV
* LUMO level: 0.22 eV
* molar mass: 132.23 g mol⁻¹

Last column: Löwdin charge in e.
Geometry (Å):
C -0.801 -1.847 1.318  -0.17
C -1.441 -3.033 0.565  -0.10
C -0.515 1.872 -0.899  -0.15
C 1.960 2.165 -0.759  -0.13
C 0.827 1.347 -1.246  -0.83
N -0.093 -0.993 0.641  -0.19
N 0.471 0.072 1.045  0.01
S 1.020 -0.114 -1.969  0.71
H -1.187 -1.634 2.326  0.12
H -0.955 -3.127 -0.468  0.09
H -2.536 -2.758 0.391  0.08
H -1.352 -3.880 1.352  0.09
H -1.082 1.074 -0.473  0.04
H -0.519 2.668 -0.058  0.12
H -1.072 2.338 -1.624  0.05
H 1.925 2.052 0.350  0.09
H 1.919 3.099 -1.148  0.04
H 2.936 1.679 -0.992  0.08
H 0.334 0.265 1.985  0.03
H 0.160 -1.245 -0.335  0.03



Most stable: A)